{
  "formula": "C17H17BrF5IrN5S",
  "method": "the ωB97M-V functional and the def2-TZVPD basis",
  "spin_multiplicity": 6,
  "homo_energy_ev": [-13.214, -15.274],
  "s2": 8.80,
  "charge": 2,
  "de_lowest_kcal_mol": 0.0,
  "homo_lumo_gap_ev": [7.12, 5.42],
  "e_tot_ha": -4506.980469,
  "species": ["Ir", "C", "C", "N", "C", "S", "N", "N", "C", "C", "C", "C", "C", "C", "C", "N", "H", "H", "H", "H", "H", "H", "H", "H", "H", "H", "H", "H", "H", "F", "C", "F", "C", "F", "F", "F", "Br", "C", "C", "C", "C", "N", "C", "H", "H", "H", "H"],
  "positions_angstrom": [[-0.08, 0.46, -0.97], [-4.63, 0.18, 2.55], [-4.69, -0.56, 1.21], [-3.49, -1.38, 1.00], [-2.36, -1.00, 0.44], [-2.25, 0.62, -0.31], [-1.34, -1.85, 0.43], [-0.28, -1.42, -0.17], [0.85, -2.28, -0.35], [0.84, -3.67, 0.19], [1.88, -1.71, -1.08], [3.08, -2.38, -1.41], [4.04, -1.76, -2.16], [3.84, -0.46, -2.62], [2.66, 0.19, -2.28], [1.72, -0.39, -1.53], [-5.54, 0.76, 2.67], [-3.78, 0.86, 2.58], [-4.56, -0.52, 3.38], [-4.79, 0.14, 0.39], [-5.54, -1.24, 1.19], [-3.47, -2.31, 1.41], [0.03, -3.80, 0.90], [1.79, -3.90, 0.69], [0.71, -4.39, -0.62], [3.21, -3.40, -1.06], [4.96, -2.29, -2.41], [4.57, 0.05, -3.23], [2.47, 1.20, -2.62], [0.74, 2.74, -2.13], [-0.49, 2.16, -2.14], [-1.37, 3.02, -1.61], [-0.90, 1.82, -3.59], [-2.15, 1.37, -3.59], [-0.09, 0.84, -4.03], [-0.79, 2.86, -4.38], [3.28, 0.10, 3.86], [2.12, 1.17, 2.86], [1.75, 2.43, 3.28], [0.89, 3.17, 2.48], [0.42, 2.63, 1.30], [0.78, 1.40, 0.91], [1.62, 0.68, 1.66], [2.12, 2.83, 4.21], [0.58, 4.17, 2.76], [-0.25, 3.18, 0.65], [1.91, -0.30, 1.31]]
}

{
  "formula": "Cl2CuI2",
  "method": "the ωB97M-V functional and the def2-TZVPD basis",
  "spin_multiplicity": 2,
  "homo_energy_ev": [-2.091, -1.953],
  "s2": 0.76,
  "charge": -2,
  "homo_lumo_gap_ev": [7.19, 5.22],
  "e_tot_ha": -3156.392134,
  "species": ["Cu", "I", "I", "Cl", "Cl"],
  "positions_angstrom": [[-0.24, -0.24, -0.15], [0.94, -2.43, -1.74], [0.29, 2.55, -1.08], [-2.49, 0.42, 1.20], [1.51, -0.30, 1.77]]
}

{
  "formula": "C4H10IP",
  "method": "the ωB97M-V functional and the def2-TZVPD basis",
  "smiles": "C=C(C)C.PI",
  "homo_energy_ev": -9.322,
  "de_lowest_kcal_mol": 52.0,
  "homo_lumo_gap_ev": 9.42,
  "e_tot_ha": -797.377985,
  "species": ["C", "C", "C", "C", "P", "I", "H", "H", "H", "H", "H", "H", "H", "H", "H", "H"],
  "positions_angstrom": [[2.41, -0.29, 0.88], [0.42, 0.21, -0.96], [0.11, -1.18, 1.01], [0.94, -0.45, 0.33], [-2.65, 1.50, -0.23], [-4.05, -0.41, -0.18], [2.86, 0.62, 0.39], [2.22, -0.03, 1.88], [2.89, -1.24, 0.64], [1.24, 0.00, -1.71], [0.08, 1.28, -0.86], [-0.43, -0.19, -1.28], [-0.86, -1.62, 0.76], [0.52, -1.81, 1.83], [-3.65, 2.25, -0.94], [-2.06, 1.36, -1.55]]
}

{
  "formula": "C4H6N2",
  "method": "the ωB97M-V functional and the def2-TZVPD basis",
  "homo_energy_ev": -8.373,
  "de_lowest_kcal_mol": 109.1,
  "homo_lumo_gap_ev": 8.48,
  "e_tot_ha": -265.361743,
  "species": ["N", "C", "C", "C", "C", "N", "H", "H", "H", "H", "H", "H"],
  "positions_angstrom": [[-2.00, -0.84, 0.51], [-0.79, -0.31, -0.03], [-0.81, -0.18, -1.36], [1.61, 0.67, -0.91], [1.39, 0.53, 0.40], [0.20, 0.02, 0.88], [-2.73, -0.16, 0.58], [-2.34, -1.60, -0.02], [0.97, 0.21, -1.66], [2.46, 1.18, -1.32], [2.10, 0.84, 1.16], [0.10, -0.31, 1.82]]
}

{
  "formula": "C13H29BF7N3O7PS3",
  "method": "the ωB97M-V functional and the def2-TZVPD basis",
  "homo_energy_ev": -11.793,
  "charge": 1,
  "homo_lumo_gap_ev": 8.55,
  "e_tot_ha": -3463.308427,
  "species": ["N", "B", "O", "C", "N", "C", "C", "C", "F", "F", "C", "F", "F", "C", "F", "F", "F", "N", "C", "P", "S", "H", "H", "H", "H", "H", "H", "H", "H", "H", "H", "H", "H", "H", "O", "S", "O", "O", "C", "C", "C", "H", "H", "H", "H", "H", "H", "H", "H", "O", "S", "O", "O", "C", "C", "C", "H", "H", "H", "H", "H", "H", "H", "H"],
  "positions_angstrom": [[0.27, 1.20, -3.73], [0.49, 2.10, -2.63], [0.03, 3.39, -2.61], [1.30, 1.63, -1.29], [1.92, 2.82, -0.63], [2.26, 2.36, 0.73], [3.39, 1.29, 0.72], [3.29, 0.47, 2.02], [4.44, -0.08, 2.34], [2.96, 1.31, 3.00], [2.18, -0.59, 1.92], [2.78, -1.73, 1.54], [1.28, -0.30, 0.98], [1.39, -0.91, 3.21], [2.12, -1.07, 4.26], [0.79, -2.06, 3.00], [0.48, -0.01, 3.36], [3.49, 0.44, -0.52], [2.41, 0.61, -1.60], [1.76, -1.11, -2.05], [2.70, -1.87, -3.57], [-0.10, 1.73, -4.52], [-0.50, 0.58, -3.47], [-0.48, 3.47, -1.79], [0.53, 1.27, -0.59], [2.83, 2.95, -1.07], [1.37, 2.06, 1.27], [2.66, 3.23, 1.24], [4.33, 1.83, 0.82], [3.53, -0.56, -0.28], [4.39, 0.63, -0.95], [2.92, 0.93, -2.51], [0.38, -0.94, -2.27], [1.95, -1.89, -0.89], [-2.16, -6.52, -0.77], [-2.35, -5.12, -0.98], [-1.55, -4.40, -1.92], [-2.28, -4.37, 0.43], [-1.10, -4.57, 1.23], [0.10, -3.82, 0.68], [-4.05, -4.80, -1.32], [-0.89, -5.63, 1.33], [-1.34, -4.19, 2.22], [0.40, -4.22, -0.29], [0.95, -3.90, 1.35], [-0.15, -2.77, 0.53], [-4.66, -5.32, -0.58], [-4.26, -5.18, -2.32], [-4.23, -3.73, -1.28], [-4.30, 3.06, -0.53], [-2.93, 3.44, -0.44], [-1.92, 2.73, -1.17], [-2.50, 3.49, 1.09], [-2.72, 2.32, 1.91], [-1.75, 1.22, 1.57], [-2.77, 5.16, -0.79], [-3.75, 1.98, 1.82], [-2.57, 2.65, 2.94], [-1.93, 0.84, 0.56], [-1.85, 0.38, 2.26], [-0.72, 1.58, 1.60], [-3.51, 5.71, -0.21], [-2.95, 5.29, -1.85], [-1.76, 5.48, -0.53]]
}

{
  "formula": "C3H5PS",
  "method": "the ωB97M-V functional and the def2-TZVPD basis",
  "smiles": "SC[C@H]1C=P1",
  "homo_energy_ev": -8.710,
  "de_lowest_kcal_mol": 64.1,
  "homo_lumo_gap_ev": 8.71,
  "e_tot_ha": -856.714300,
  "species": ["C", "C", "C", "P", "S", "H", "H", "H", "H", "H"],
  "positions_angstrom": [[-1.28, 1.18, 0.46], [-0.51, -0.35, 0.40], [0.52, -0.45, -0.67], [-2.25, -0.04, -0.11], [1.94, 0.60, -0.18], [-1.07, 2.16, 0.65], [-0.37, -1.05, 1.32], [-0.07, -0.27, -1.67], [0.85, -1.47, -0.80], [2.23, -0.31, 0.62]]
}

{
  "formula": "C8H22Cl2N3OP",
  "method": "the ωB97M-V functional and the def2-TZVPD basis",
  "homo_energy_ev": -7.986,
  "de_lowest_kcal_mol": 111.7,
  "homo_lumo_gap_ev": 8.58,
  "e_tot_ha": -1819.138939,
  "species": ["O", "P", "N", "C", "C", "N", "C", "C", "N", "C", "C", "H", "H", "H", "H", "H", "H", "H", "H", "H", "H", "H", "H", "H", "H", "H", "H", "H", "H", "Cl", "C", "C", "Cl", "H", "H", "H", "H"],
  "positions_angstrom": [[-2.42, -1.55, 0.28], [-1.36, -0.57, 0.57], [-1.17, 0.70, -0.60], [-0.14, 1.68, -0.45], [-1.62, 0.51, -1.93], [0.23, -1.32, 0.69], [0.81, -1.98, -0.51], [1.23, -0.77, 1.64], [-1.48, 0.24, 2.13], [-2.31, 1.47, 2.07], [-1.70, -0.68, 3.35], [-0.60, 2.62, -0.16], [0.45, 1.73, -1.37], [0.52, 1.42, 0.38], [-2.21, -0.40, -2.00], [-0.73, 0.34, -2.52], [-2.30, 1.29, -2.28], [0.12, -2.82, -0.62], [0.75, -1.35, -1.40], [1.75, -2.42, -0.17], [2.00, -0.27, 1.05], [0.87, -0.27, 2.55], [2.01, -1.46, 1.98], [-3.25, 1.13, 1.64], [-2.43, 1.84, 3.09], [-1.79, 2.23, 1.48], [-2.42, -1.46, 3.14], [-2.02, -0.19, 4.27], [-0.73, -1.09, 3.63], [2.76, -0.14, -0.36], [1.99, -0.16, -1.99], [2.90, 0.59, -2.95], [2.22, 0.31, -4.62], [1.01, 0.32, -1.96], [1.88, -1.18, -2.35], [3.86, 0.08, -2.98], [3.33, 1.57, -2.73]]
}

{
  "formula": "C6H12O",
  "method": "the ωB97M-V functional and the def2-TZVPD basis",
  "smiles": "C/C=C/O.C=CC",
  "homo_energy_ev": -8.591,
  "de_lowest_kcal_mol": 39.5,
  "homo_lumo_gap_ev": 9.70,
  "e_tot_ha": -310.996372,
  "species": ["C", "C", "O", "C", "C", "C", "C", "H", "H", "H", "H", "H", "H", "H", "H", "H", "H", "H", "H"],
  "positions_angstrom": [[2.77, 0.04, -0.78], [1.27, -0.48, 1.12], [0.22, -0.34, 1.98], [1.57, 0.29, 0.08], [-1.75, 1.36, -0.59], [-2.20, 0.36, 0.17], [-2.11, -1.10, -0.21], [2.49, -0.29, -1.79], [3.40, -0.74, -0.34], [3.38, 0.95, -0.89], [1.88, -1.34, 1.39], [-0.33, 0.39, 1.66], [0.93, 1.14, -0.16], [-1.30, 1.17, -1.56], [-1.82, 2.40, -0.28], [-2.65, 0.59, 1.13], [-1.17, -1.52, 0.16], [-2.14, -1.23, -1.29], [-2.93, -1.67, 0.24]]
}

{
  "formula": "C5H13GaIO4S",
  "method": "the ωB97M-V functional and the def2-TZVPD basis",
  "homo_energy_ev": -4.577,
  "charge": -1,
  "homo_lumo_gap_ev": 7.12,
  "e_tot_ha": -3119.882702,
  "species": ["O", "O", "C", "Ga", "I", "H", "H", "H", "H", "H", "C", "C", "C", "S", "O", "O", "C", "H", "H", "H", "H", "H", "H", "H", "H"],
  "positions_angstrom": [[2.07, 2.49, -1.13], [1.94, 3.38, -2.27], [0.61, 3.92, -2.30], [-1.00, 2.71, -1.89], [-2.63, 4.35, -0.54], [2.60, 3.05, -0.55], [0.59, 4.83, -1.68], [0.51, 4.23, -3.35], [-1.76, 2.37, -3.25], [-0.73, 1.49, -0.95], [0.82, -2.06, 2.06], [0.64, -3.23, 1.08], [-0.83, -3.25, 0.65], [-1.41, -1.55, 0.78], [-2.42, -1.49, 1.81], [-1.65, -1.01, -0.53], [0.11, -0.87, 1.43], [1.87, -1.85, 2.25], [0.35, -2.30, 3.02], [1.28, -3.06, 0.21], [0.94, -4.18, 1.53], [-0.98, -3.58, -0.37], [-1.45, -3.85, 1.32], [-0.14, -0.07, 2.11], [0.66, -0.46, 0.57]]
}

{
  "formula": "C11H24LiO11",
  "method": "the ωB97M-V functional and the def2-TZVPD basis",
  "homo_energy_ev": -2.219,
  "charge": -1,
  "de_lowest_kcal_mol": 0.0,
  "homo_lumo_gap_ev": 4.04,
  "e_tot_ha": -1268.507394,
  "species": ["Li", "C", "O", "H", "H", "H", "C", "O", "H", "H", "H", "C", "O", "C", "O", "O", "C", "H", "H", "H", "H", "H", "H", "C", "O", "C", "O", "O", "C", "H", "H", "H", "H", "H", "H", "C", "O", "C", "O", "O", "C", "H", "H", "H", "H", "H", "H"],
  "positions_angstrom": [[-0.82, 0.27, -0.27], [1.08, -0.98, -3.39], [1.26, 0.39, -3.06], [1.95, -1.28, -3.97], [0.89, -1.62, -2.53], [0.16, -1.09, -3.96], [-0.48, 3.58, 1.66], [0.24, 3.05, 0.55], [0.17, 3.93, 2.46], [-1.26, 4.30, 1.42], [-1.02, 2.76, 2.14], [-2.24, -2.21, 3.94], [-1.07, -3.04, 3.87], [-0.36, -3.00, 2.70], [-0.50, -2.33, 1.72], [0.47, -4.14, 2.81], [1.14, -4.73, 1.76], [-2.57, -2.34, 4.97], [-3.03, -2.69, 3.36], [-2.07, -1.14, 3.84], [0.44, -5.24, 1.12], [1.80, -5.56, 2.02], [1.59, -3.92, 1.18], [-4.67, -1.27, -4.46], [-5.32, -0.60, -3.39], [-4.77, -0.23, -2.32], [-3.60, -0.35, -1.98], [-5.70, 0.14, -1.50], [-5.54, -0.02, -0.03], [-5.24, -2.09, -4.91], [-3.73, -1.77, -4.22], [-4.43, -0.64, -5.32], [-5.98, -0.98, 0.22], [-6.13, 0.73, 0.50], [-4.50, 0.08, 0.30], [4.14, 1.09, 1.32], [5.33, 1.86, 1.18], [5.27, 2.84, 0.27], [4.35, 3.04, -0.57], [6.41, 3.61, 0.27], [6.67, 4.59, -0.73], [3.79, 1.09, 2.35], [4.43, 0.05, 1.17], [3.34, 1.16, 0.58], [7.50, 5.26, -0.51], [5.85, 5.31, -0.86], [6.80, 4.14, -1.71]]
}

{
  "formula": "C48H78O26Ti",
  "method": "the ωB97M-V functional and the def2-TZVPD basis",
  "spin_multiplicity": 2,
  "homo_energy_ev": [-3.301, -6.618],
  "s2": 0.75,
  "charge": -1,
  "homo_lumo_gap_ev": [5.18, 8.50],
  "e_tot_ha": -4681.746138,
  "species": ["Ti", "C", "O", "H", "H", "H", "C", "O", "H", "H", "H", "C", "O", "H", "H", "H", "C", "O", "H", "H", "H", "O", "C", "O", "C", "C", "C", "H", "H", "H", "H", "H", "H", "O", "C", "O", "C", "C", "C", "H", "H", "H", "H", "H", "H", "O", "C", "O", "C", "C", "C", "H", "H", "H", "H", "H", "H", "O", "C", "O", "C", "C", "C", "H", "H", "H", "H", "H", "H", "O", "C", "O", "C", "C", "C", "H", "H", "H", "H", "H", "H", "O", "C", "O", "C", "C", "C", "H", "H", "H", "H", "H", "H", "O", "C", "O", "C", "C", "C", "H", "H", "H", "H", "H", "H", "O", "C", "O", "C", "C", "C", "H", "H", "H", "H", "H", "H", "O", "C", "O", "C", "C", "C", "H", "H", "H", "H", "H", "H", "O", "C", "O", "C", "C", "C", "H", "H", "H", "H", "H", "H", "O", "C", "O", "C", "C", "C", "H", "H", "H", "H", "H", "H"],
  "positions_angstrom": [[15.29, 14.47, 14.95], [12.66, 13.10, 14.56], [13.52, 14.17, 14.81], [12.88, 12.27, 15.29], [11.58, 13.30, 14.66], [12.81, 12.61, 13.59], [15.16, 16.94, 13.17], [15.56, 15.61, 13.36], [14.05, 17.03, 13.26], [15.58, 17.56, 13.98], [15.48, 17.33, 12.22], [16.58, 16.02, 17.33], [15.83, 15.00, 16.67], [17.05, 16.62, 16.57], [15.93, 16.66, 17.94], [17.39, 15.65, 17.99], [16.72, 11.96, 15.61], [15.63, 12.61, 15.02], [16.43, 11.38, 16.52], [17.28, 11.32, 14.92], [17.37, 12.81, 15.95], [18.66, 14.68, 15.45], [19.52, 14.51, 14.63], [20.45, 15.43, 14.27], [21.29, 14.86, 13.22], [20.47, 13.69, 12.66], [19.71, 13.25, 13.87], [22.27, 14.61, 13.63], [21.48, 15.76, 12.65], [21.17, 12.96, 12.25], [19.76, 14.00, 11.88], [20.47, 12.76, 14.48], [18.79, 12.66, 13.76], [17.02, 12.88, 12.14], [16.54, 11.82, 11.62], [17.05, 11.19, 10.51], [16.14, 10.08, 10.18], [15.38, 9.72, 11.45], [15.40, 11.08, 12.18], [16.75, 9.32, 9.69], [15.53, 10.43, 9.34], [16.01, 9.05, 12.03], [14.42, 9.29, 11.19], [15.41, 11.05, 13.28], [14.57, 11.79, 12.01], [9.73, 19.18, 10.43], [10.92, 18.85, 10.40], [11.38, 17.61, 10.61], [12.86, 17.53, 10.43], [13.31, 19.01, 10.75], [12.06, 19.80, 10.19], [13.00, 17.20, 9.42], [13.24, 16.73, 11.09], [14.31, 19.24, 10.43], [13.21, 19.01, 11.81], [12.04, 19.95, 9.11], [11.85, 20.69, 10.77], [12.41, 18.71, 19.77], [12.63, 18.00, 18.80], [12.89, 18.57, 17.61], [12.91, 17.60, 16.55], [12.16, 16.40, 17.18], [12.57, 16.56, 18.60], [13.87, 17.32, 16.17], [12.38, 18.09, 15.71], [12.47, 15.43, 16.81], [11.10, 16.53, 17.09], [13.58, 16.12, 18.75], [11.94, 16.16, 19.41], [7.37, 16.48, 15.01], [8.39, 16.29, 14.41], [9.58, 16.53, 15.03], [10.68, 16.19, 14.15], [10.03, 15.19, 13.11], [8.63, 15.81, 13.00], [11.46, 15.76, 14.77], [11.00, 17.14, 13.68], [10.02, 14.22, 13.54], [10.60, 15.21, 12.15], [7.90, 15.12, 12.56], [8.64, 16.72, 12.39], [9.91, 10.64, 14.71], [9.73, 11.45, 15.59], [8.71, 12.31, 15.50], [8.77, 13.28, 16.62], [10.23, 13.16, 17.14], [10.51, 11.71, 16.80], [7.99, 12.87, 17.29], [8.41, 14.28, 16.32], [10.30, 13.32, 18.21], [10.87, 13.83, 16.58], [10.10, 11.04, 17.57], [11.57, 11.53, 16.60], [14.94, 16.17, 8.74], [15.96, 16.10, 9.42], [16.87, 17.11, 9.31], [17.96, 16.91, 10.19], [17.87, 15.50, 10.75], [16.39, 15.07, 10.40], [17.90, 17.69, 10.96], [18.86, 17.15, 9.59], [18.10, 15.39, 11.81], [18.48, 14.80, 10.18], [15.73, 15.12, 11.28], [16.28, 14.07, 9.93], [13.65, 9.28, 17.84], [13.37, 9.18, 16.61], [12.18, 8.56, 16.23], [12.16, 8.42, 14.80], [12.91, 9.63, 14.34], [14.01, 9.75, 15.41], [11.11, 8.29, 14.44], [12.65, 7.49, 14.49], [12.21, 10.44, 14.52], [13.27, 9.66, 13.30], [14.29, 10.81, 15.59], [14.96, 9.21, 15.21], [12.04, 10.51, 11.15], [10.84, 10.46, 10.80], [10.51, 9.80, 9.68], [9.06, 9.82, 9.50], [8.53, 10.07, 10.90], [9.63, 10.89, 11.56], [8.83, 8.85, 9.02], [8.76, 10.62, 8.82], [8.42, 9.11, 11.47], [7.60, 10.63, 10.91], [9.87, 10.76, 12.61], [9.39, 11.96, 11.32], [12.05, 13.06, 19.54], [13.21, 13.07, 19.18], [14.07, 13.56, 20.08], [15.38, 13.56, 19.59], [15.34, 12.58, 18.42], [13.89, 12.58, 17.92], [15.98, 13.26, 20.42], [15.64, 14.61, 19.32], [15.65, 11.56, 18.69], [16.06, 12.89, 17.66], [13.44, 11.62, 17.59], [13.74, 13.34, 17.15], [14.22, 11.29, 7.95], [13.67, 12.16, 8.56], [14.14, 12.75, 9.68], [13.22, 13.61, 10.28], [12.12, 13.93, 9.24], [12.34, 12.77, 8.19], [13.75, 14.53, 10.56], [12.98, 13.10, 11.22], [12.27, 14.88, 8.75], [11.14, 13.86, 9.74], [12.48, 13.02, 7.12], [11.57, 11.98, 8.22]]
}

- Number 2 is which compound?
  Cl2CuI2